The following is a quantum chemistry calculation of a molecular structure, C4H16N4Pt at a distorted geometry, from the OMol25 dataset.

```
25
Properties=species:S:1:pos:R:3:forces:R:3
Pt 0.0835 -0.1325 0.0447 0.562 -0.930 0.306
N -0.6209 0.1346 1.9691 0.287 0.015 -0.033
C -0.7548 -1.1895 2.6410 -0.089 -0.026 -0.040
C -1.5835 -2.0606 1.7251 0.035 -0.092 0.036
N -0.8775 -2.1559 0.4196 -0.501 0.578 -0.371
H -0.0559 0.7756 2.5233 -0.023 -0.068 0.077
H -1.5464 0.5636 1.9081 0.038 0.077 0.003
H -1.2120 -1.0965 3.6244 -0.042 0.081 0.007
H 0.2463 -1.6020 2.7668 0.008 -0.007 0.061
H -2.5589 -1.6083 1.5453 -0.027 -0.013 0.009
H -1.7457 -3.0390 2.1743 0.020 -0.065 -0.057
H -1.5026 -2.4680 -0.3183 -0.065 -0.121 0.116
H -0.1223 -2.8334 0.4778 0.016 0.035 -0.062
N 0.7305 -0.3125 -1.9093 -0.150 -0.211 0.102
C 2.0791 -0.9477 -1.9328 0.058 0.085 0.023
C 2.9534 -0.1479 -0.9941 0.066 -0.079 0.019
N 2.3321 -0.1865 0.3567 -0.337 0.775 -0.080
H 0.0760 -0.8106 -2.5099 0.088 -0.039 -0.041
H 0.8067 0.6275 -2.3030 -0.081 -0.008 -0.027
H 2.4935 -0.9736 -2.9390 -0.044 0.060 -0.053
H 1.9703 -1.9736 -1.5811 0.018 -0.036 -0.047
H 3.0020 0.8942 -1.3101 0.026 0.014 -0.010
H 3.9677 -0.5439 -0.9888 0.029 -0.014 0.083
H 2.6923 0.5540 0.9522 0.164 -0.038 -0.064
H 2.5441 -1.0683 0.8151 -0.053 0.026 0.042
```
Positions in Å, forces in eV/Å.

Computed properties:
Net charge: +2
DFT total energy (eV): -13599.385
Energy relative to the best compared isomer or geometry (same formula, charge and spin) (kJ/mol): 65.0
2S+1: 1

***

The following is a quantum chemistry calculation of 4 unconnected molecules or ions with the total composition C4H16N5 at a distorted geometry, from the OMol25 dataset.

```
25
Properties=species:S:1:pos:R:3:forces:R:3
C -4.1215 -0.5853 -1.6455 -1.424 -0.430 -0.295
C 2.5515 -2.1775 2.3004 1.069 -2.796 1.268
C -3.1069 -0.4067 -0.5876 -6.635 -5.840 1.530
C 1.7867 -1.1772 1.6731 -1.605 1.149 -0.400
N -2.1534 0.3419 -0.5541 7.131 4.998 -2.121
N 1.5282 -0.1668 -1.6296 -2.881 -3.095 -0.459
N 0.3213 0.5893 0.9425 0.358 1.828 0.746
N 0.9911 -0.3923 1.3962 1.750 -1.206 -0.272
N 1.7509 2.7729 0.6020 0.911 -0.027 0.248
H -4.0608 0.2566 -2.3497 0.066 -0.722 -0.340
H -4.1403 -1.6329 -2.0602 0.109 1.214 -0.236
H -5.1201 -0.4466 -1.1344 0.821 -0.205 -0.492
H 2.0931 -2.4353 3.2937 0.828 0.835 -0.426
H 3.6596 -1.9434 2.3261 -1.428 -0.213 0.162
H 2.4117 -3.1912 1.8247 0.327 1.213 -0.273
H -3.1743 -1.0927 0.2108 -0.623 -0.720 1.328
H -0.4231 0.3360 0.3551 -1.358 -0.836 -1.082
H -2.1143 1.1274 -1.1641 0.384 1.782 0.581
H 1.7537 -1.0526 -2.1327 0.249 1.297 0.584
H 0.6539 0.1481 -2.0738 0.682 0.028 0.352
H 2.2054 0.5078 -1.6912 2.082 1.684 -0.691
H 0.9318 1.4362 0.6178 -0.386 -0.591 1.103
H 1.3118 3.1248 -0.2218 -0.083 0.638 -0.656
H 1.7388 3.5000 1.3159 -0.112 -0.258 -0.138
H 2.7251 2.5595 0.3865 -0.234 0.273 -0.020
```
Positions in Å, forces in eV/Å.

Computed properties:
Net charge: +1
DFT total energy (eV): -11844.177
Energy relative to the best compared isomer or geometry (same formula, charge and spin) (kJ/mol): 247.1
2S+1: 3

***

The following is a quantum chemistry calculation of 2 unconnected molecules or ions with the total composition C4H16N6 at a distorted geometry, from the OMol25 dataset.

```
26
Properties=species:S:1:pos:R:3:forces:R:3
C -2.0438 -1.9438 0.0168 1.388 -0.770 0.458
C -1.4542 -0.9514 2.2105 -0.616 0.961 0.599
N -2.2881 -1.1452 1.2115 1.095 -1.075 -0.769
N -0.3322 -1.6312 2.3573 0.198 -0.367 -0.396
N -1.8233 0.0117 3.1275 1.282 0.688 -0.922
H -3.1581 -0.7012 1.2215 -1.383 0.844 0.452
H -0.2044 -2.5143 1.8870 0.084 0.054 0.023
H 0.4243 -1.2959 2.9301 -0.178 -0.118 0.294
H -2.0884 0.8619 2.6313 -0.721 -0.200 0.183
H -1.0481 0.3331 3.7038 -0.202 -0.576 0.473
H -1.4888 -2.8524 0.2635 -0.650 -0.320 0.205
H -1.3283 -1.4862 -0.6531 -0.207 0.771 -0.365
H -2.9638 -2.1937 -0.4820 -0.237 -0.017 -0.043
C 2.2755 -0.4045 -1.2548 1.344 1.558 0.544
C 1.2091 1.7785 -1.7638 0.759 0.035 0.249
N 1.7549 0.6303 -2.1655 -1.337 -0.723 -0.003
N 1.5956 2.3028 -0.5859 0.205 0.142 0.161
N 0.3274 2.4226 -2.5156 0.429 -0.885 -0.107
H 1.4739 0.2931 -3.0741 -0.071 0.059 -0.031
H 2.3980 1.8946 -0.1298 0.029 -0.110 -0.138
H 1.6002 3.3100 -0.4830 -0.392 -0.049 -0.005
H -0.1249 1.9063 -3.2502 -0.126 0.297 -0.241
H -0.0890 3.2568 -2.1771 -0.344 0.692 0.017
H 1.7730 -0.5017 -0.2932 -0.703 0.087 -0.286
H 3.2660 -0.0271 -0.9803 0.268 -0.749 -0.081
H 2.3376 -1.3531 -1.7524 0.086 -0.226 -0.274
```
Positions in Å, forces in eV/Å.

Computed properties:
Net charge: +2
DFT total energy (eV): -13334.352
Energy relative to the best compared isomer or geometry (same formula, charge and spin) (kJ/mol): 48.7
2S+1: 1